This record from OMol25 describes a 18-piece molecular cluster, C71H188N10O28 overall at a distorted geometry. The level of theory is ωB97M-V/def2-TZVPD.

Last columns: bonded neighbours and bond lengths (Å).
CARTESIAN COORDINATES (ANGSTROEM)
1 H 1.931 -5.762 0.882  C244 1.122
2 C 2.815 -2.026 -0.778  H12 1.175, H127 1.140, H152 1.048, O272 1.397
3 H -0.553 -7.789 -0.854  C248 1.150
4 C -11.563 5.582 4.879  H77 1.090, H100 1.101, H178 1.125, O222 1.428
5 H 0.443 0.157 3.216  O208 1.004
6 H 4.541 1.415 5.720  C158 1.119
7 H -1.591 1.239 -9.521  C181 1.098
8 H 5.730 3.233 -2.338  C278 1.093
9 H -2.418 -6.841 1.399  C293 1.062
10 H 9.239 -6.301 -1.215  C104 1.102
11 H 1.875 -0.443 4.680  C76 1.090
12 H 3.981 -1.910 -0.687  C2 1.175
13 C -3.497 -2.574 3.520  H123 1.153, H167 1.107, H213 1.127, O263 1.413
14 O -3.896 0.945 -5.126  C182 1.412, C287 1.423
15 H -2.952 5.911 5.605  C73 1.104
16 H 7.310 -6.048 -2.775  C122 1.080
17 C 5.581 -3.333 2.999  C19 1.528, H92 1.082, H177 1.103, O212 1.436
18 H -1.387 -3.771 -2.769  O218 0.964
19 C 5.406 -2.155 3.957  C17 1.528, H131 1.092, N221 1.447, H237 1.108
20 H 1.239 -0.523 -8.630  C45 1.133
21 H 2.767 3.709 -2.642  C156 1.113
22 H 3.950 3.143 -3.840  C156 1.089
23 H 0.878 4.449 -0.324  C160 1.079
24 H 0.471 -1.295 5.372  C76 1.097
25 C -4.697 5.084 -4.618  C116 1.506, H175 1.062, H217 1.104, O290 1.427
26 H -2.408 5.726 0.711  C204 1.107
27 H 0.282 -1.917 -7.938  C45 1.088
28 O -2.487 2.065 4.637  H171 0.979, C185 1.382
29 H 2.695 -5.938 -3.541  C207 1.114
30 C 0.331 6.691 -1.726  H89 1.115, O98 1.455, H195 1.090, H230 1.147
31 H -1.323 -1.399 -0.789  C173 1.079
32 H -6.841 5.324 -0.700  C83 1.108
33 H 1.126 6.069 4.027  C236 1.094
34 H 3.924 -0.070 -3.515  C75 1.088
35 C 6.263 3.902 2.449  H68 1.091, C136 1.556, N231 1.419, H251 1.110
36 C 7.511 -1.376 -0.103  O51 1.432, H87 1.130, H117 1.031, H281 1.070
37 H -3.871 6.180 -2.971  C116 1.066
38 C -6.327 1.123 2.039  H106 1.098, O169 1.413, H264 1.048, H265 1.146
39 H -0.981 -8.369 2.300  N292 1.008
40 H 0.898 -4.541 2.694  C159 1.091
41 C 6.436 1.796 1.234  C48 1.505, H74 1.084, H96 1.112, N231 1.474
42 H 1.728 -0.954 -3.902  C59 1.143
43 H 3.089 1.208 -0.210  C166 1.115
44 H -3.206 -3.790 1.928  O263 0.966
45 C 0.398 -0.836 -7.939  H20 1.133, H27 1.088, C194 1.566, O280 1.430
46 H -0.346 -3.846 3.760  C159 1.105
47 C 5.625 1.073 -5.206  O90 1.438, H168 1.120, H255 1.064, H291 1.020
48 C 7.390 0.741 0.743  C41 1.505, O51 1.412, H200 1.143, H286 1.125
49 H 2.201 6.197 1.734  C66 1.086
50 O -4.223 4.935 0.218  C146 1.466, C204 1.386
51 O 6.698 -0.199 -0.053  C36 1.432, C48 1.412
52 H 0.825 -0.348 0.824  N105 1.026
53 H -0.468 4.892 5.368  C235 1.037
54 O 4.670 -5.304 -4.073  C157 1.420, C207 1.376
55 H 10.770 -4.658 0.055  C78 1.104
56 H -10.946 3.000 4.144  C148 1.098
57 H -4.375 5.222 -7.064  C119 1.092
58 H -2.729 -0.323 -3.313  C134 1.096
59 C 2.228 -0.337 -4.724  H42 1.143, C75 1.529, N120 1.424, H283 1.115
60 N -1.259 0.848 -3.980  C125 1.476, C134 1.458, H277 1.003
61 C -6.280 1.511 -2.521  H79 1.129, O86 1.403, H153 1.055, H180 1.103
62 H 7.611 2.376 2.796  N231 1.012
63 H -0.305 -4.689 -4.561  C102 1.054
64 H -3.633 5.733 2.018  C204 1.093
65 H -3.306 -2.892 -3.142  O108 0.969
66 C 1.656 5.303 1.444  H49 1.086, H88 1.111, C160 1.521, N198 1.447
67 C 6.183 -3.744 -3.028  H103 1.095, N144 1.468, C157 1.514, H276 1.072
68 H 6.859 4.588 3.052  C35 1.091
69 H -8.742 2.628 3.127  C132 1.067
70 O -1.433 1.036 0.378  C205 1.422, C284 1.386
71 H 4.249 2.956 2.510  C136 1.123
72 H -2.360 0.142 -6.255  C182 1.067
73 C -2.846 5.426 4.619  H15 1.104, H210 1.085, O225 1.428, H274 1.143
74 H 5.564 1.379 1.726  C41 1.084
75 C 3.749 -0.297 -4.564  H34 1.088, C59 1.529, O90 1.427, H186 1.098
76 C 0.862 -0.318 5.062  H11 1.090, H24 1.097, C97 1.511, O208 1.418
77 H -11.597 6.207 5.772  C4 1.090
78 C 9.875 -4.122 0.413  H55 1.104, H111 1.045, H226 1.112, O232 1.433
79 H -6.708 1.605 -1.480  C61 1.129
80 H -0.431 -11.180 5.548  C296 1.106
81 H -2.708 -3.143 -0.712  O112 1.000
82 C -6.463 4.209 4.038  H101 1.108, N163 1.468, H252 1.108, C256 1.528
83 C -5.973 5.826 -1.171  H32 1.108, N115 1.505, C146 1.519, H188 1.144
84 H 3.615 -6.748 -4.819  C207 1.102
85 H 4.563 -3.756 5.647  C239 1.055
86 O -4.894 1.681 -2.382  C61 1.403, H179 0.978
87 H 8.598 -1.129 -0.286  C36 1.130
88 H 2.366 4.454 1.533  C66 1.111
89 H 1.302 6.626 -2.272  C30 1.115
90 O 4.246 0.729 -5.422  C47 1.438, C75 1.427
91 H 0.117 0.139 -2.571  C125 1.079
92 H 5.511 -4.202 3.640  C17 1.082
93 H -4.385 1.715 4.860  C185 1.117
94 H -5.548 0.531 -6.402  C287 1.078
95 H 4.273 -0.167 0.056  C166 1.091
96 H 6.008 2.233 0.305  C41 1.112
97 C 1.129 0.544 6.274  C76 1.511, H176 1.149, H183 1.076, H268 1.098
98 O 0.488 6.432 -0.303  C30 1.455, C160 1.384
99 C 2.788 -4.218 4.541  H211 1.123, H224 1.115, C239 1.499, O275 1.435
100 H -11.548 6.248 4.002  C4 1.101
101 H -6.021 3.747 4.943  C82 1.108
102 C -0.485 -3.652 -4.509  H63 1.054, H140 1.085, H216 1.147, O218 1.423
103 H 6.850 -3.990 -3.861  C67 1.095
104 C 8.710 -5.337 -1.287  H10 1.102, C122 1.575, O232 1.425, H245 1.104
105 N 1.226 0.223 1.577  H52 1.026, C214 1.511, C282 1.443
106 H -6.060 1.579 1.075  C38 1.098
107 H -2.492 4.155 -1.818  C137 1.082
108 O -3.802 -2.860 -2.310  H65 0.969, C247 1.426
109 H 3.404 -1.542 4.173  N221 1.022
110 O 4.501 3.713 -0.701  H141 0.999, C278 1.457
111 H 9.943 -4.179 1.455  C78 1.045
112 O -1.920 -3.249 -0.106  H81 1.000, C173 1.400
113 H -1.153 2.686 1.622  C205 1.152
114 H 2.901 -5.148 -5.050  C207 1.041
115 N -5.685 5.083 -2.447  C83 1.505, C116 1.504, H189 0.992
116 C -4.825 5.910 -3.364  C25 1.506, H37 1.066, N115 1.504, H196 1.069
117 H 7.309 -1.918 0.751  C36 1.031
118 H 2.269 5.550 -0.614  C160 1.097
119 C -3.409 5.105 -6.567  H57 1.092, H229 1.129, H262 1.110, O290 1.378
120 N 1.875 -0.864 -5.998  C59 1.424, H133 1.018, C194 1.475
121 H -0.788 -1.817 0.832  C173 1.112
122 C 7.249 -5.685 -1.760  H16 1.080, C104 1.575, N144 1.437, H250 1.073
123 H -2.511 -2.169 3.960  C13 1.153
124 H 0.632 0.854 -6.352  C194 1.119
125 C -0.634 0.910 -2.645  N60 1.476, H91 1.079, H253 1.091, C254 1.506
126 H 3.195 0.701 2.155  C214 1.082
127 H 2.273 -2.648 0.008  C2 1.140
128 C -2.712 -9.289 2.509  H135 1.039, H161 1.117, N292 1.512, C297 1.532
129 H -4.055 6.786 -0.615  C146 1.075
130 H -0.989 3.818 4.143  C235 1.119
131 H 6.298 -2.233 4.582  C19 1.092
132 C -8.843 3.238 3.996  H69 1.067, H142 1.106, C148 1.498, N163 1.442
133 H 2.607 -0.664 -6.676  N120 1.018
134 C -2.128 -0.295 -4.230  H58 1.096, N60 1.458, C182 1.520, H246 1.099
135 H -3.458 -9.738 1.941  C128 1.039
136 C 4.966 3.479 3.197  C35 1.556, H71 1.123, H197 1.078, O238 1.432
137 C -1.843 3.329 -1.559  H107 1.082, H154 1.103, O233 1.390, H260 1.082
138 H -2.920 0.346 1.606  C284 1.087
139 H -5.267 6.715 0.632  C146 1.078
140 H -0.815 -3.321 -5.488  C102 1.085
141 H 4.760 4.552 -0.225  O110 0.999
142 H -8.812 2.579 4.884  C132 1.106
143 H -3.432 1.107 6.267  C185 1.103
144 N 6.433 -4.502 -1.796  C67 1.468, C122 1.437, H228 1.003
145 O -1.107 -9.706 4.201  C296 1.411, C297 1.406
146 C -4.852 6.188 -0.212  O50 1.466, C83 1.519, H129 1.075, H139 1.078
147 H 0.176 1.100 -9.470  C181 1.083
148 C -10.227 3.809 3.955  H56 1.098, C132 1.498, O222 1.416, H249 1.111
149 H 1.316 4.325 3.983  C236 1.040
150 H -3.517 -1.104 -5.570  C182 1.121
151 H 4.469 -4.442 0.200  C241 1.042
152 H 2.642 -2.443 -1.723  C2 1.048
153 H -6.711 2.299 -3.072  C61 1.055
154 H -2.462 2.417 -1.502  C137 1.103
155 H 4.303 -3.304 -4.093  C157 1.064
156 C 3.678 3.086 -2.788  H21 1.113, H22 1.089, H162 1.079, C278 1.493
157 C 4.760 -4.026 -3.458  O54 1.420, C67 1.514, H155 1.064, H223 1.086
158 C 4.231 2.087 4.881  H6 1.119, H174 1.063, H206 1.086, O238 1.365
159 C 0.623 -4.376 3.736  H40 1.091, H46 1.105, H269 1.068, O275 1.394
160 C 1.348 5.379 -0.044  H23 1.079, C66 1.521, O98 1.384, H118 1.097
161 H -3.061 -8.473 3.187  C128 1.117
162 H 3.563 2.061 -2.469  C156 1.079
163 N -7.923 4.345 4.095  C82 1.468, C132 1.442, H190 1.050
164 H -2.862 -7.931 0.120  C293 1.092
165 H 4.799 4.838 -2.445  C278 1.098
166 C 3.228 0.145 0.095  H43 1.115, H95 1.091, C214 1.515, O272 1.484
167 H -3.854 -1.805 2.809  C13 1.107
168 H 6.152 0.087 -5.141  C47 1.120
169 O -6.491 2.051 3.092  C38 1.413, C256 1.390
170 H -2.893 4.244 1.604  C204 1.075
171 H -1.646 1.567 4.682  O28 0.979
172 H 1.128 1.946 0.322  C282 1.104
173 C -0.972 -2.222 -0.187  H31 1.079, O112 1.400, H121 1.112, H279 1.092
174 H 3.609 1.593 4.175  C158 1.063
175 H -4.534 4.036 -4.568  C25 1.062
176 H 0.191 1.114 6.616  C97 1.149
177 H 6.636 -3.316 2.677  C17 1.103
178 H -12.515 4.989 4.963  C4 1.125
179 H -4.446 1.232 -3.127  O86 0.978
180 H -6.653 0.547 -2.908  C61 1.103
181 C -0.729 1.004 -8.883  H7 1.098, H147 1.083, H243 1.081, O280 1.380
182 C -3.015 -0.109 -5.451  O14 1.412, H72 1.067, C134 1.520, H150 1.121
183 H 1.581 0.036 7.107  C97 1.076
184 H 4.195 -5.341 1.641  C241 1.097
185 C -3.436 1.213 5.169  O28 1.382, H93 1.117, H143 1.103, H258 1.085
186 H 4.185 -1.257 -4.871  C75 1.098
187 H 0.542 -9.828 5.278  C296 1.071
188 H -6.467 6.824 -1.437  C83 1.144
189 H -5.237 4.272 -2.094  N115 0.992
190 H -8.244 4.943 4.896  N163 1.050
191 H -4.271 1.583 -6.990  C287 1.082
192 H -5.390 -1.917 -3.276  C247 1.083
193 H -4.892 3.406 2.803  C256 1.112
194 C 0.630 -0.255 -6.503  C45 1.566, N120 1.475, H124 1.119, H259 1.109
195 H -0.131 7.676 -1.797  C30 1.090
196 H -5.401 6.791 -3.550  C116 1.069
197 H 4.436 4.344 3.559  C136 1.078
198 N 0.419 5.114 2.170  C66 1.447, C236 1.513, H242 1.012
199 C -5.626 -2.188 -1.133  H202 1.097, H203 1.115, C247 1.537, H271 1.138
200 H 8.060 1.319 0.019  C48 1.143
201 H 0.685 -5.221 -0.337  C244 1.094
202 H -6.652 -1.799 -1.128  C199 1.097
203 H -5.572 -3.043 -0.419  C199 1.115
204 C -3.242 5.163 1.170  H26 1.107, O50 1.386, H64 1.093, H170 1.075
205 C -0.766 1.609 1.496  O70 1.422, H113 1.152, H273 1.079, C282 1.559
206 H 3.654 2.829 5.425  C158 1.086
207 C 3.408 -5.759 -4.377  H29 1.114, O54 1.376, H84 1.102, H114 1.041
208 O 0.026 0.324 4.113  H5 1.004, C76 1.418
209 H 1.616 -6.781 -0.581  C244 1.158
210 H -3.661 5.806 4.012  C73 1.085
211 H 2.711 -5.220 5.041  C99 1.123
212 O 4.768 -3.275 1.816  C17 1.436, C241 1.436
213 H -4.207 -2.848 4.352  C13 1.127
214 C 2.715 -0.024 1.510  N105 1.511, H126 1.082, C166 1.515, H295 1.121
215 H 3.110 -3.008 6.161  C239 1.073
216 H 0.410 -2.955 -4.339  C102 1.147
217 H -5.563 5.177 -5.295  C25 1.104
218 O -1.602 -3.447 -3.651  H18 0.964, C102 1.423
219 H -3.311 1.799 0.757  C284 1.099
220 H 0.433 -11.014 3.892  C296 1.111
221 N 4.159 -2.011 4.677  C19 1.447, H109 1.022, C239 1.496
222 O -10.411 4.746 5.000  C4 1.428, C148 1.416
223 H 4.100 -4.185 -2.611  C157 1.086
224 H 3.160 -4.481 3.524  C99 1.115
225 O -1.659 5.742 3.892  C73 1.428, C235 1.464
226 H 10.005 -3.089 0.020  C78 1.112
227 H 0.709 2.405 -3.308  C254 1.077
228 H 6.572 -3.859 -1.038  N144 1.003
229 H -2.525 5.602 -7.062  C119 1.129
230 H -0.301 5.826 -2.137  C30 1.147
231 N 7.101 2.830 2.047  C35 1.419, C41 1.474, H62 1.012
232 O 8.660 -4.773 0.022  C78 1.433, C104 1.425
233 O -0.833 3.372 -2.514  C137 1.390, C254 1.410
234 O 0.040 -6.741 0.839  C244 1.413, C248 1.434
235 C -0.592 4.845 4.339  H53 1.037, H130 1.119, O225 1.464, C236 1.520
236 C 0.734 5.119 3.650  H33 1.094, H149 1.040, N198 1.513, C235 1.520
237 H 5.619 -1.196 3.444  C19 1.108
238 O 5.336 2.582 4.251  C136 1.432, C158 1.365
239 C 3.685 -3.286 5.299  H85 1.055, C99 1.499, H215 1.073, N221 1.496
240 H -1.713 -11.156 2.855  C297 1.081
241 C 4.810 -4.560 1.178  H151 1.042, H184 1.097, O212 1.436, H261 1.104
242 H -0.172 5.933 2.115  N198 1.012
243 H -0.667 1.714 -8.070  C181 1.081
244 C 1.108 -6.082 0.189  H1 1.122, H201 1.094, H209 1.158, O234 1.413
245 H 9.189 -4.601 -1.957  C104 1.104
246 H -1.552 -1.229 -4.295  C134 1.099
247 C -5.199 -2.675 -2.526  O108 1.426, H192 1.083, C199 1.537, H266 1.103
248 C -1.009 -7.071 -0.081  H3 1.150, O234 1.434, H288 1.138, C293 1.503
249 H -10.433 4.351 3.006  C148 1.111
250 H 6.855 -6.435 -1.102  C122 1.073
251 H 5.960 4.409 1.509  C35 1.110
252 H -6.081 5.225 3.818  C82 1.108
253 H -1.356 0.710 -1.852  C125 1.091
254 C 0.026 2.255 -2.489  C125 1.506, H227 1.077, O233 1.410, H285 1.084
255 H 5.742 1.566 -4.271  C47 1.064
256 C -5.999 3.333 2.875  C82 1.528, O169 1.390, H193 1.112, H270 1.139
257 H 1.148 2.285 2.033  C282 1.091
258 H -3.458 0.209 4.758  C185 1.085
259 H -0.242 -0.673 -5.961  C194 1.109
260 H -1.390 3.530 -0.597  C137 1.082
261 H 5.875 -4.848 1.234  C241 1.104
262 H -3.153 4.025 -6.547  C119 1.110
263 O -3.315 -3.824 2.887  C13 1.413, H44 0.966
264 H -7.277 0.681 2.025  C38 1.048
265 H -5.599 0.267 2.264  C38 1.146
266 H -5.739 -3.613 -2.738  C247 1.103
267 H -5.431 2.202 -5.830  C287 1.111
268 H 1.888 1.304 6.050  C97 1.098
269 H 0.475 -5.368 4.103  C159 1.068
270 H -6.425 3.752 1.904  C256 1.139
271 H -4.973 -1.354 -0.715  C199 1.138
272 O 2.361 -0.705 -0.760  C2 1.397, C166 1.484
273 H -1.031 1.098 2.408  C205 1.079
274 H -3.093 4.319 4.759  C73 1.143
275 O 1.497 -3.593 4.488  C99 1.435, C159 1.394
276 H 6.222 -2.726 -2.695  C67 1.072
277 H -1.807 1.668 -4.166  N60 1.003
278 C 4.814 3.788 -2.123  H8 1.093, O110 1.457, C156 1.493, H165 1.098
279 H -0.007 -2.634 -0.491  C173 1.092
280 O -0.802 -0.326 -8.524  C45 1.430, C181 1.380
281 H 7.249 -1.973 -0.950  C36 1.070
282 C 0.780 1.567 1.299  N105 1.443, H172 1.104, C205 1.559, H257 1.091
283 H 1.899 0.714 -4.551  C59 1.115
284 C -2.778 0.844 0.650  O70 1.386, H138 1.087, H219 1.099, H289 1.092
285 H 0.401 2.210 -1.473  C254 1.084
286 H 7.934 0.298 1.621  C48 1.125
287 C -4.849 1.301 -6.120  O14 1.423, H94 1.078, H191 1.082, H267 1.111
288 H -1.338 -6.128 -0.626  C248 1.138
289 H -3.276 0.378 -0.203  C284 1.092
290 O -3.543 5.594 -5.285  C25 1.427, C119 1.378
291 H 5.853 1.664 -6.006  C47 1.020
292 N -1.614 -8.757 1.617  H39 1.008, C128 1.512, C293 1.436
293 C -2.065 -7.655 0.815  H9 1.062, H164 1.092, C248 1.503, N292 1.436
294 H -2.935 -10.678 4.106  C297 1.111
295 H 2.880 -1.016 2.004  C214 1.121
296 C -0.082 -10.512 4.739  H80 1.106, O145 1.411, H187 1.071, H220 1.111
297 C -2.108 -10.341 3.445  C128 1.532, O145 1.406, H240 1.081, H294 1.111

* Kohn-Sham gap: 8.58 eV
* molar mass: 1630.3 u
* calculated total energy: -148886.9081 eV
* highest occupied orbital energy: -0.2966 hartree